1.
Computed, not measured: a 12-piece molecular cluster, C30H90N6O12 overall, with ωB97M-V/def2-TZVPD.

Last column: Löwdin charge in e.
Element x y z (Å)
O1 2.2221 0.0153 4.2278  -0.111
O2 -5.3869 -0.8519 4.9469  -0.187
O3 -2.9802 3.3378 -0.8882  -0.133
O4 0.3277 0.5338 -4.1446  -0.165
O5 1.2880 -3.2913 -2.7721  -0.177
O6 -4.1854 -4.0048 -1.5451  -0.201
O7 0.9470 6.2144 -3.6919  -0.115
O8 -0.5809 -1.1291 1.0036  -0.238
O9 -1.2842 -6.4435 1.5636  -0.116
O10 -0.5386 -3.0794 5.6052  -0.133
O11 5.0878 0.6229 0.7542  -0.192
O12 1.8709 4.9230 1.4099  -0.186
N1 1.8117 7.8759 3.5848  0.024
N2 -1.6101 0.7440 -2.0647  0.056
N3 8.4096 0.4517 -0.8035  0.025
N4 -1.9488 -1.4013 3.5830  0.051
N5 4.1479 -2.2403 -4.8707  0.026
N6 -4.0458 -1.2280 -2.1834  0.050
C1 1.7767 -0.6827 3.0685  -0.163
C2 0.1714 1.3016 -0.4971  -0.029
C3 -4.4923 -2.1823 -3.2150  -0.436
C4 -3.9771 -0.9134 4.8457  -0.214
C5 -2.1105 -5.4060 2.1047  -0.167
C6 -5.5072 -4.4401 -1.3062  -0.101
C7 -4.0639 -1.7040 -4.5970  -0.049
C8 -4.0676 3.2668 -1.7881  -0.162
C9 0.0936 -2.2837 0.5549  -0.077
C10 3.9158 -1.6896 -2.5095  -0.064
C11 1.9426 5.5019 4.2377  -0.074
C12 3.4423 -2.6161 -3.6151  -0.421
C13 0.1077 -4.0853 4.8668  -0.171
C14 2.1613 6.5242 3.1226  -0.432
C15 -0.6765 0.1758 -1.0532  -0.402
C16 -4.0398 -2.2666 2.7247  -0.038
C17 7.4018 0.3120 0.2765  -0.429
C18 1.9267 -2.5774 -3.8034  -0.218
C19 -1.4516 -0.5500 0.0477  -0.178
C20 1.4073 4.6211 0.1095  -0.114
C21 3.8030 1.0489 0.3296  -0.095
C22 -0.4254 0.6397 -5.3232  -0.186
C23 -5.9214 0.3623 4.4427  -0.110
C24 6.0751 0.8353 -0.2420  -0.215
C25 1.3150 6.1195 1.9102  -0.216
C26 -0.1047 -3.3548 -2.9382  -0.125
C27 -3.3774 -1.0878 3.4519  -0.419
C28 7.8554 1.0673 1.5334  -0.063
C29 -3.9753 -3.5509 -2.8710  -0.207
C30 1.1694 4.8549 -3.3832  -0.168
H1 -0.3161 0.5195 -3.3989  0.013
H2 1.0005 4.2037 -4.2413  0.078
H3 -2.8796 -3.4967 -2.9221  0.115
H4 0.1198 6.5576 -3.3579  0.069
H5 2.0563 4.4709 3.8997  0.073
H6 -6.2400 -3.6545 -1.5165  0.085
H7 1.7376 -2.9840 -4.8057  0.123
H8 0.6530 -2.7634 1.3578  0.089
H9 -0.5117 -2.3353 -2.9974  0.077
H10 9.2789 0.7175 -0.3441  0.059
H11 -5.7323 -5.3169 -1.9260  0.092
H12 3.8300 -2.9067 -5.5747  0.063
H13 -2.3523 -5.5990 3.1482  0.077
H14 1.2725 -0.0132 2.3658  0.061
H15 8.7761 0.6284 1.9177  0.075
H16 -0.5699 -3.7804 -2.0481  0.075
H17 -3.6766 -2.3252 1.6968  0.064
H18 6.1787 1.9052 -0.4661  0.130
H19 4.9306 -1.8163 -2.1396  0.075
H20 -5.5829 1.1751 5.0893  0.091
H21 8.2221 1.3126 -1.3219  0.065
H22 -5.0276 3.2979 -1.2575  0.082
H23 1.3598 6.8946 1.1375  0.124
H24 -4.0545 4.0289 -2.5770  0.084
H25 2.5759 -1.2551 2.5960  0.090
H26 3.3800 0.3104 -0.3513  0.072
H27 -3.0538 -5.3425 1.5509  0.073
H28 0.9721 -1.3151 3.4454  0.054
H29 0.8274 -2.0536 -0.2196  0.084
H30 -0.6139 -3.0444 0.2126  0.081
H31 7.0896 0.9738 2.3065  0.073
H32 0.9926 0.8308 0.0473  0.060
H33 1.9853 3.7662 -0.2433  0.073
H34 -2.9933 4.2396 -0.5484  0.084
H35 -0.5547 -4.7058 4.2578  0.051
H36 7.9953 2.1197 1.2807  0.081
H37 -6.9989 0.2586 4.6291  0.088
H38 3.7586 -3.6526 -3.4739  0.140
H39 -0.3621 -3.9686 -3.8061  0.094
H40 0.5268 4.5057 -2.5651  0.062
H41 5.7612 0.2454 -1.1102  0.115
H42 -1.3307 1.2437 -5.1799  0.073
H43 -2.9876 -1.5383 -4.6622  0.066
H44 0.7835 -3.6368 4.1200  0.064
H45 -3.4988 -0.1582 2.8813  0.127
H46 3.8842 2.0665 -0.0615  0.087
H47 0.5268 2.0079 -1.2410  0.078
H48 -4.0381 -1.7866 -1.3242  0.063
H49 -3.7619 -3.2124 3.1958  0.076
H50 0.1172 1.0551 -6.1721  0.073
H51 3.1698 1.1387 1.2118  0.071
H52 -3.7008 -1.7767 5.4566  0.135
H53 -5.5915 -2.2519 -3.2088  0.131
H54 -2.1335 0.1566 0.5297  0.133
H55 -4.3253 -4.2994 -3.5896  0.136
H56 2.1775 4.7821 -2.9681  0.079
H57 -4.3147 -2.4381 -5.3673  0.081
H58 -5.6305 -4.7468 -0.2690  0.087
H59 -4.7269 -0.5179 -1.9241  0.087
H60 0.2727 6.0173 2.2388  0.129
H61 -4.5863 -0.7810 -4.8435  0.079
H62 -1.5934 -6.5785 0.6654  0.066
H63 3.8644 -0.6741 -2.9236  0.082
H64 2.9458 0.6027 3.9891  0.069
H65 0.3431 4.3676 0.1447  0.086
H66 -1.9934 1.5814 -1.6333  0.044
H67 3.2255 6.5116 2.8854  0.138
H68 -1.5296 -0.6541 4.1412  0.094
H69 -1.5912 -4.4509 1.9738  0.057
H70 -0.8661 -2.4282 4.9631  0.014
H71 -0.7894 -0.3487 -5.6465  0.065
H72 2.2339 7.9965 4.5033  0.068
H73 1.6285 5.4333 -0.5908  0.081
H74 0.8183 7.8898 3.8166  0.067
H75 -0.0860 -0.5393 -1.6374  0.114
H76 2.7095 5.6420 5.0095  0.075
H77 -4.0333 2.3230 -2.3413  0.065
H78 7.3284 -0.7569 0.4912  0.136
H79 0.7695 -4.6800 5.4929  0.080
H80 1.5661 -1.5394 -3.7960  0.111
H81 -5.1256 -2.2180 2.8223  0.077
H82 3.7368 -1.3611 -5.1937  0.070
H83 -1.5356 -1.3105 2.6497  0.051
H84 -2.0628 -1.3668 -0.3530  0.105
H85 -0.4460 1.7965 0.2594  0.090
H86 -2.3590 0.0857 -2.2928  0.044
H87 1.0076 5.6676 4.7779  0.077
H88 3.2268 -1.6692 -1.6613  0.064
H89 -3.5041 -0.0751 5.3750  0.126
H90 -5.8806 0.5064 3.3606  0.084

## Properties
- Gap between HOMO and LUMO: 9.296 eV
- Maximum force: 1.9 eV/A
- SMILES: COC[C@H](C)N.COC[C@H](C)N.COC[C@H](C)N.COC[C@H](C)N.COC[C@H](C)N.COC[C@H](C)N.CO.CO.CO.CO.CO.CO

=====

2.
Computed, not measured: C14H31NO32PS10 as an isolated structure, with ωB97M-V/def2-TZVPD.

Last column: Löwdin charge in e.
Element x y z (Å)
S1 -4.3834 2.4831 3.4826  0.597
S2 4.8274 2.2479 3.1005  0.415
S3 1.3904 4.7195 -0.1551  0.575
S4 4.3446 2.4239 -6.2283  0.627
S5 2.4442 0.9324 2.9886  0.310
S6 -3.1387 -6.6610 -2.1889  0.613
S7 3.0769 -3.1048 4.0213  0.637
S8 -0.3662 6.7131 -5.8319  0.614
S9 -0.3174 2.7267 3.5091  0.189
S10 -3.4332 -3.9943 3.9087  0.621
P1 1.6338 2.9150 3.4291  0.314
O1 3.5916 3.5660 -6.6367  -0.247
O2 -1.2117 7.1227 -6.8924  -0.213
O3 6.2331 2.0211 2.8938  -0.395
O4 4.5599 2.7342 4.4349  -0.411
O5 -3.6138 -5.8874 -1.0984  -0.220
O6 -4.2920 1.0276 2.8179  -0.179
O7 2.8634 -4.3104 5.0926  -0.195
O8 0.2963 5.3056 -6.1894  -0.179
O9 -0.8198 6.6305 -4.4874  -0.238
O10 4.3593 -3.2607 3.4388  -0.214
O11 -1.5557 -6.8647 -2.0308  -0.180
O12 2.1438 0.1761 4.1700  -0.393
O13 0.8100 4.7814 -1.6483  -0.192
O14 3.4461 1.1240 -6.4787  -0.183
O15 5.6551 2.1879 -6.7030  -0.202
O16 -4.7538 -4.6522 3.2740  -0.185
O17 0.7105 6.0722 0.3879  -0.184
O18 0.9669 7.6012 -5.8806  -0.187
O19 1.8036 0.4635 1.7882  -0.382
O20 1.9623 -3.5976 2.9589  -0.178
O21 -5.3951 3.2194 2.8101  -0.233
O22 -3.5714 -8.1884 -1.9471  -0.186
O23 -3.1457 -4.6561 5.1270  -0.212
O24 -3.0716 2.9765 3.6589  -0.331
O25 -3.4119 -6.3146 -3.5319  -0.200
O26 4.3607 2.3737 -4.6339  -0.173
O27 -4.9446 2.0204 4.9205  -0.190
O28 -2.3963 -4.4835 2.7881  -0.185
O29 -3.5407 -2.5819 3.8231  -0.219
O30 0.8122 3.6198 0.5182  -0.260
O31 2.7969 4.9121 -0.2197  -0.230
O32 2.6322 -1.8955 4.5937  -0.214
N1 4.0749 0.8827 2.7468  -0.363
C1 -1.2750 -8.1840 -1.5504  -0.162
C2 3.2690 0.4090 -5.2424  -0.152
C3 3.3428 1.4723 -4.1689  -0.143
C4 1.4881 -4.8928 3.3057  -0.184
C5 2.1174 6.7448 -5.9956  -0.150
C6 -4.4907 -5.0327 1.9144  -0.165
C7 -2.4191 -9.0325 -2.0621  -0.164
C8 -3.0304 -5.4197 1.9080  -0.174
C9 1.6197 5.5151 -6.7165  -0.162
C10 1.6379 -4.9808 4.8106  -0.185
C11 -0.1749 5.8191 -1.7547  -0.166
C12 -4.3858 0.0256 3.8406  -0.180
C13 -5.3015 0.6348 4.8810  -0.165
C14 0.2369 6.8452 -0.7235  -0.160
H1 1.6752 -6.0083 5.1663  0.128
H2 -0.1881 6.2115 -2.7701  0.081
H3 2.2572 4.6437 -6.5308  0.075
H4 2.4058 2.0276 -4.0913  0.137
H5 -2.5542 -9.9434 -1.4853  0.136
H6 0.8312 -4.4478 5.3210  0.133
H7 -3.3869 -0.1465 4.2412  0.134
H8 -0.3095 -8.5225 -1.9169  0.138
H9 2.0327 3.2581 4.7330  -0.033
H10 -1.2583 -8.1548 -0.4586  0.132
H11 1.0649 7.4617 -1.0837  0.131
H12 -5.1413 -5.8480 1.6119  0.135
H13 -4.6739 -4.1670 1.2751  0.138
H14 4.0818 -0.3130 -5.1471  0.135
H15 4.4575 3.2059 2.1937  0.050
H16 -1.1519 5.3909 -1.5189  0.142
H17 -2.2871 -9.2862 -3.1161  0.135
H18 2.0413 3.8960 2.5028  -0.059
H19 -2.8819 -6.4238 2.3150  0.135
H20 -2.5952 -5.3628 0.9168  0.108
H21 -4.7740 -0.8959 3.4336  0.104
H22 2.4584 6.5011 -4.9869  0.137
H23 3.6038 1.0698 -3.1942  0.147
H24 2.9146 7.2497 -6.5343  0.137
H25 -0.5862 7.4866 -0.4204  0.135
H26 2.1159 -5.6347 2.8027  0.127
H27 -6.3505 0.5600 4.5815  0.129
H28 0.4550 -5.0134 2.9841  0.118
H29 2.3174 -0.1155 -5.2405  0.137
H30 1.5312 5.6885 -7.7921  0.139
H31 -5.1726 0.1825 5.8613  0.134

## Properties
- Gap between HOMO and LUMO: 5.880 eV
- Net charge: -1
- Maximum force: 2.6 eV/A

=====

3.
Computed, not measured: a 13-piece molecular cluster, H26O13 overall, with ωB97M-V/def2-TZVPD.

Last column: Löwdin charge in e.
Element x y z (Å)
O1 -2.0222 2.5478 -2.0867  -0.056
O2 0.1579 -4.1102 -1.6353  -0.063
O3 -2.1178 1.1541 3.1550  -0.047
O4 3.8816 -0.5215 0.7264  -0.054
O5 0.2396 1.8175 2.3912  -0.095
O6 -0.5412 1.8457 -4.2495  -0.070
O7 -2.8038 -0.7858 -4.1282  -0.049
O8 2.6727 -2.1607 -1.5878  -0.038
O9 1.2606 2.0369 0.1868  -0.082
O10 0.6754 0.8549 4.4858  -0.057
O11 -3.4190 -1.2840 0.0736  -0.059
O12 -0.1594 -0.0119 0.2977  -0.092
O13 1.1986 -1.7613 0.9857  -0.079
H1 -3.0850 -0.5338 0.5783  0.017
H2 -0.9884 1.1133 -3.8108  -0.001
H3 0.9853 0.8484 3.5732  0.005
H4 0.1864 -5.0735 -1.6532  0.034
H5 -2.8202 2.7609 -2.5835  0.046
H6 3.4919 -0.2134 1.5524  0.034
H7 4.8173 -0.6252 0.9330  0.038
H8 1.9546 -2.3248 1.1860  0.049
H9 -2.6431 -1.6189 -0.3900  0.023
H10 -2.6966 -1.6250 -3.6664  0.038
H11 0.8058 2.8587 -0.0291  0.032
H12 0.1391 -0.0690 1.2124  0.020
H13 2.8886 -1.5194 -2.2742  0.063
H14 0.6414 2.3839 3.0597  0.082
H15 -2.8778 -0.1362 -3.4200  0.019
H16 3.5041 -2.6211 -1.4272  0.052
H17 -2.9453 0.8564 3.5495  0.052
H18 1.2283 -1.6608 0.0276  0.015
H19 1.3093 1.4176 4.9447  0.042
H20 -2.2588 2.0942 2.9958  0.034
H21 1.0440 -3.8546 -1.3551  -0.004
H22 -2.3378 2.3997 -1.1882  0.035
H23 0.1922 2.0587 -3.6614  0.033
H24 -0.4648 2.3590 2.0177  0.082
H25 1.2799 2.0256 1.1504  -0.027
H26 -0.3734 -0.9221 0.0636  0.025

## Properties
- Gap between HOMO and LUMO: 9.757 eV
- Maximum force: 1.8 eV/A

=====

4.
Computed, not measured: C10H19N5NiO2PS as an isolated structure, with ωB97M-V/def2-TZVPD.

Last column: Löwdin charge in e.
Element x y z (Å)
Ni1 -0.2292 0.2417 0.1312  0.120
S1 -0.4808 1.8059 -1.4740  0.792
P1 0.8933 1.5984 1.4503  0.790
O1 -1.4233 -0.5991 2.5254  0.062
O2 1.2242 -2.6505 -0.3329  0.028
N1 -0.8322 -1.1589 -1.1790  0.093
N2 -0.9444 0.7941 -3.9971  0.066
N3 -1.1810 -0.4013 -4.6240  0.155
N4 -0.9468 -0.6439 -2.4687  -0.055
N5 0.3114 -1.2105 1.1881  0.008
C1 0.8069 1.2855 3.2336  -0.221
C2 0.4734 3.3574 1.2919  -0.255
C3 -0.5554 -1.4004 2.2721  -0.502
C4 -0.7941 0.6717 -2.6819  -0.684
C5 -1.1787 -1.2818 -3.6755  -0.295
C6 0.6768 -3.4209 1.9301  -0.059
C7 0.8072 -2.4168 0.8002  -0.475
C8 -0.2692 -2.7385 2.9261  -0.058
C9 -1.3736 -2.7422 -3.8159  0.019
C10 2.6563 1.4708 1.0395  -0.219
H1 -0.2245 1.3580 3.5692  0.055
H2 1.1760 0.2859 3.4498  0.049
H3 0.1642 -2.5766 3.9127  0.129
H4 1.0850 3.9453 1.9767  0.060
H5 0.6548 3.6993 0.2740  0.022
H6 0.2983 -4.3619 1.5353  0.128
H7 -0.5792 3.5023 1.5341  0.060
H8 2.8056 1.7058 -0.0138  0.051
H9 -0.9002 1.6433 -4.5370  0.173
H10 -2.2385 -3.0799 -3.2431  0.094
H11 1.4297 2.0175 3.7496  0.064
H12 -0.0336 -1.8288 -1.1229  0.084
H13 -1.7026 -1.6235 -0.9265  0.154
H14 -1.2024 -3.2807 3.0680  0.129
H15 -0.4941 -3.2854 -3.4665  0.097
H16 3.2315 2.1632 1.6549  0.060
H17 2.9910 0.4504 1.2204  0.051
H18 1.6681 -3.6183 2.3386  0.132
H19 -1.5378 -2.9715 -4.8649  0.098

## Properties
- Gap between HOMO and LUMO (spin up / spin down): 9.170 / 9.171 eV
- Net charge: +1
- Maximum force: 1.2 eV/A

=====

5.
Computed, not measured: C26H31F3NPRhSSe as an isolated structure, with ωB97M-V/def2-TZVPD.

Last column: Löwdin charge in e.
Element x y z (Å)
Rh1 -0.1807 0.7346 1.6984  0.279
Se1 2.0931 1.0174 2.1306  0.779
S1 -0.4062 -1.1400 2.8725  0.715
P1 -0.3081 0.1102 -0.4676  1.068
F1 -4.0372 -3.3407 2.7631  0.154
F2 -2.0873 -3.3118 3.7059  0.130
F3 -3.8672 -2.9502 4.8823  0.164
N1 -2.1143 0.7547 2.7335  -0.074
C1 -2.0673 -0.5539 3.0675  -0.596
C2 -1.8870 -2.1211 -0.1275  -0.084
C3 5.9298 1.4091 -0.5075  -0.067
C4 2.2938 -1.9184 -2.8802  -0.051
C5 -0.8418 2.7911 -0.3113  -0.091
C6 -3.2745 1.4086 2.7448  -0.116
C7 -0.2087 1.7867 -1.2928  -0.653
C8 2.9696 -2.7407 -1.9879  -0.053
C9 4.3752 0.0382 0.7093  -0.129
C10 1.3212 -1.0491 -2.4183  -0.097
C11 -0.9209 1.9036 -2.6418  -0.072
C12 -3.1000 0.0383 -0.5491  -0.066
C13 5.5334 0.1627 -0.0442  -0.065
C14 1.0255 -0.9699 -1.0526  -0.335
C15 3.6049 1.1645 0.9802  -0.627
C16 2.6748 -2.6811 -0.6366  -0.068
C17 -4.4196 -0.5459 3.4459  0.039
C18 -3.2859 -2.7279 3.6955  -0.601
C19 -4.4556 0.8016 3.1242  -0.018
C20 -3.2185 -1.2478 3.4082  -0.098
C21 -1.9304 -1.1876 -2.4010  -0.065
C22 5.1781 2.5379 -0.2097  -0.068
C23 -1.8745 -0.8057 -0.9167  -0.642
C24 1.2599 2.1531 -1.4852  -0.077
C25 1.7154 -1.7933 -0.1681  -0.119
C26 4.0154 2.4202 0.5362  -0.149
H1 1.3120 3.1968 -1.8051  0.105
H2 -2.8378 -2.6248 -0.3163  0.102
H3 0.7999 -0.4267 -3.1327  0.096
H4 1.7433 1.5394 -2.2438  0.086
H5 -1.0830 -2.7848 -0.4493  0.092
H6 1.4982 -1.7531 0.8887  0.052
H7 -3.2310 0.8876 -1.2196  0.072
H8 -3.2390 2.4552 2.4678  0.127
H9 -1.9268 2.6926 -0.2576  0.079
H10 2.5177 -1.9607 -3.9379  0.115
H11 6.1342 -0.7122 -0.2565  0.111
H12 -1.1214 -1.8613 -2.6762  0.080
H13 6.8381 1.5045 -1.0881  0.110
H14 4.0733 -0.9239 1.0964  0.089
H15 -0.6038 3.8057 -0.6369  0.104
H16 -5.3276 -1.0667 3.7246  0.142
H17 -5.3733 1.3694 3.1655  0.120
H18 -3.9939 -0.5840 -0.6297  0.102
H19 -3.0501 0.4127 0.4706  0.043
H20 5.5019 3.5123 -0.5516  0.111
H21 1.8210 2.0533 -0.5663  0.026
H22 -2.8684 -1.7257 -2.5581  0.103
H23 -1.9906 1.7186 -2.5746  0.066
H24 -0.4470 2.7218 0.7154  0.039
H25 -0.7899 2.9287 -2.9978  0.103
H26 -1.7871 -1.9775 0.9408  0.007
H27 3.1939 -3.3246 0.0621  0.117
H28 -0.4970 1.2451 -3.3974  0.076
H29 3.7234 -3.4274 -2.3505  0.114
H30 -1.9280 -0.3353 -3.0732  0.063
H31 3.4342 3.2978 0.7874  0.103

## Properties
- Gap between HOMO and LUMO (spin up / spin down): 6.650 / 6.650 eV
- Net charge: +1
- Maximum force: 0.8 eV/A

=====

6.
Computed, not measured: an isolated molecule of C8H14, with ωB97M-V/def2-TZVPD.

Last column: Löwdin charge in e.
Element x y z (Å)
C1 1.4386 -0.9525 -0.1778  -0.097
C2 -0.4063 0.5729 0.5691  -0.187
C3 0.2579 -0.7629 0.4125  -0.287
C4 3.4794 -0.2307 -1.3454  0.004
C5 2.3079 0.0585 -0.7687  -0.181
C6 -1.5185 0.8790 -0.4407  -0.220
C7 -2.6577 1.7017 0.2304  -0.110
C8 -0.4534 -1.9960 0.9398  -0.054
H1 -3.4706 1.1694 0.7053  0.064
H2 1.8166 -1.9726 -0.2047  0.113
H3 -3.0482 2.4936 -0.4099  0.063
H4 2.0763 1.0850 -0.5252  0.087
H5 -0.4215 -2.7490 0.1394  0.081
H6 3.7332 -1.2800 -1.4111  0.055
H7 0.3915 1.3174 0.5141  0.099
H8 -1.2175 1.5153 -1.2616  0.100
H9 -1.5258 -1.8641 1.0852  0.077
H10 -1.9287 -0.0638 -0.8002  0.103
H11 4.0941 0.6206 -1.5989  0.051
H12 -2.1651 2.2719 1.0287  0.064
H13 0.0269 -2.4888 1.7397  0.062
H14 -0.8090 0.6749 1.5800  0.114

## Properties
- Gap between HOMO and LUMO: 9.410 eV
- Maximum force: 2.3 eV/A
- SMILES: C=C/C=C(/C)CCC